DFT (ωB97M-V/def2-TZVPD) results for C5H8OS in the gas phase at a distorted geometry.

For the LUMO energy (spin up / spin down), the calculation gives 0.299 / -0.022 eV. For the HOMO energy (spin up / spin down), the calculation gives -7.92 / -7.69 eV. The total charge is 0. For the relative energy (zero: lowest compared OMol25 entry of this formula, charge and spin), the calculation gives 4.171 eV. For the orbital gap (spin up / spin down), the calculation gives 8.215 / 7.664 eV.

Structure (XYZ):
```
15
Properties=species:S:1:pos:R:3:lowdin_charge:R:1
C 0.767 -0.487 0.491 -0.1918
C 0.719 0.729 0.015 -0.1381
C -0.250 -1.592 0.358 -0.2197
C -1.295 -1.145 -0.684 -0.4176
C 1.358 2.053 -0.122 -0.1132
O -2.460 0.500 1.001 -0.5623
S -1.939 0.482 -0.340 0.8744
H 1.758 -0.644 1.009 0.1326
H 0.352 -2.375 -0.003 0.0872
H -0.474 -1.803 1.419 0.1259
H -0.869 -1.023 -1.706 0.1015
H -2.062 -1.821 -0.744 0.0415
H 1.352 2.412 -1.277 0.1257
H 2.342 1.867 0.135 0.0332
H 0.700 2.847 0.447 0.1205
```